P.
Molecular formula: C7H13N
Method: DFT, ωB97M-V/def2-TZVPD

Frontier orbital gap ... 5.4833 eV
HOMO energy ... -6.9496 eV
LUMO ... -1.4663 eV

Geometry as ORCA input:
```
! wB97M-V def2-TZVPD RIJCOSX def2/J DEFGRID3
* xyz 0 1
C -3.2097 -0.0969 -0.1055
C -2.4679 -1.4429 0.0961
C -1.0833 -1.1043 0.6044
N 1.0986 1.3340 1.1321
C 0.9987 0.4236 0.0075
C -0.1240 -0.3363 -0.3080
C 3.2993 1.0385 -0.7196
C 2.1428 0.1791 -0.7528
H -4.2824 -0.1694 -0.3966
H -3.1233 0.4738 0.7988
H -2.6725 0.5031 -0.9063
H -3.0049 -2.1872 0.7259
H -2.4216 -1.9069 -0.8802
H -0.5282 -2.0235 0.8898
H -1.1865 -0.5522 1.5368
H 2.0573 1.6827 0.7798
H 0.4092 2.0738 0.9910
H -0.1502 -0.7967 -1.2974
H 3.3303 1.6107 -1.6637
H 4.4674 0.3282 -0.1186
H 2.1055 -0.6941 -1.4312
*
```

---

Q.
Molecular formula: C7H13N
Method: DFT, ωB97M-V/def2-TZVPD

Frontier orbital gap ... 9.6825 eV
HOMO energy ... -8.6141 eV
SMILES ... C=CCC(=C)CCN
LUMO ... 1.0684 eV

Geometry as ORCA input:
```
! wB97M-V def2-TZVPD RIJCOSX def2/J DEFGRID3
* xyz 0 1
C 0.6997 1.0641 -0.8624
C 1.2972 0.4953 0.4135
C 0.5206 -0.6940 0.9300
C 1.1904 -1.7139 1.4363
C -0.9699 -0.5624 1.0401
C -1.7435 -0.8861 -0.2037
C -2.7735 -0.2555 -0.7493
N 1.6278 1.9003 -1.6033
H 0.3942 0.2340 -1.5002
H -0.2026 1.6202 -0.6183
H 1.3729 1.2345 1.2035
H 2.2987 0.1123 0.1857
H 2.2622 -1.8653 1.3332
H 0.7577 -2.6365 1.7987
H -1.4044 -1.1506 1.8584
H -1.2077 0.4521 1.3742
H -1.3967 -1.8045 -0.6710
H -3.3047 0.5431 -0.2350
H -3.2025 -0.6548 -1.6581
H 2.5685 1.9767 -1.2737
H 1.2156 2.5909 -2.1986
*
```

---

Ordering by calculated energy gives the sequence Q, P, with the first entry being the most stable.

---

P.
Molecular formula: C7H13N
Method: DFT, ωB97M-V/def2-TZVPD

Frontier orbital gap (alpha / beta) ... 8.2035 / 8.5763 eV
HOMO energy (alpha / beta) ... -7.9183 / -8.1915 eV
LUMO (alpha / beta) ... 0.2851 / 0.3849 eV

Geometry as ORCA input:
```
! wB97M-V def2-TZVPD RIJCOSX def2/J DEFGRID3
* xyz 0 1
C 0.4464 -1.6534 -0.8927
C 0.5885 0.4128 -3.1722
C 0.1276 -0.5973 -0.3298
C -1.6930 -0.0394 1.1000
C 0.0763 1.6789 0.7322
C 0.5888 -0.4772 1.9405
C -0.2363 0.1412 0.8837
N 0.5871 0.9123 -2.0344
H 0.9370 -1.5575 -1.8368
H 0.5375 -2.6404 -0.5306
H 0.9251 0.9494 -4.0342
H 0.3582 -0.7106 -3.3721
H -2.3373 0.1808 0.2239
H -2.0898 0.4040 2.0197
H -1.9423 -1.1186 1.0917
H 0.3144 1.8858 -0.3681
H -0.8598 2.2398 0.9163
H 0.9471 1.9779 1.2491
H 0.5212 -1.5979 1.8493
H 0.6422 -0.2890 3.0708
H 1.5612 -0.1014 1.4937
*
```

---

Q.
Molecular formula: C7H13N
Method: DFT, ωB97M-V/def2-TZVPD

Frontier orbital gap ... 9.2669 eV
HOMO energy ... -8.1360 eV
SMILES ... C/C=C/C(=C/N)CC
LUMO ... 1.1309 eV

Geometry as ORCA input:
```
! wB97M-V def2-TZVPD RIJCOSX def2/J DEFGRID3
* xyz 0 1
C -2.4215 0.1926 0.7579
C -1.4487 -0.5867 -0.1305
N 0.1354 -2.6226 1.4593
C 0.6276 -1.3074 1.2070
C -0.0307 -0.5184 0.3885
C 0.4695 0.7828 -0.1540
C 1.4853 0.8211 -1.0407
C 1.9510 2.1302 -1.6818
H -2.0551 1.1858 0.9438
H -2.6946 -0.2853 1.7180
H -3.3024 0.3615 0.0976
H -1.4198 -0.1129 -1.1959
H -1.8875 -1.6459 -0.3227
H 0.3766 -3.0558 2.2576
H 0.2678 -3.2729 0.6827
H 1.5464 -1.0834 1.8447
H -0.0556 1.7247 0.0929
H 2.1155 0.0403 -1.2672
H 1.3089 2.9817 -1.5060
H 2.0875 1.9794 -2.7830
H 2.9445 2.2913 -1.3682
*
```

---

R.
Molecular formula: C7H13N
Method: DFT, ωB97M-V/def2-TZVPD

Frontier orbital gap ... 9.1855 eV
HOMO energy ... -8.3508 eV
SMILES ... [H]/N=C1/C[C@@H]1C(C)(C)C
LUMO ... 0.8348 eV

Geometry as ORCA input:
```
! wB97M-V def2-TZVPD RIJCOSX def2/J DEFGRID3
* xyz 0 1
C -1.6416 -0.5498 -1.1032
C -0.8311 0.3058 -1.9414
C -0.7933 0.6990 -0.4865
C -0.2084 -0.9257 1.2889
C 1.0522 1.4148 1.1222
C 1.4329 -0.4490 -0.4132
C 0.3756 0.2280 0.4434
N -2.4375 -1.4257 -0.9954
H 0.0803 -0.0390 -2.4205
H -1.3625 0.9901 -2.5715
H -1.2879 1.6609 -0.0838
H 0.6803 -1.3588 1.9026
H -0.5291 -1.6910 0.7261
H -0.9653 -0.7094 2.0268
H 2.0383 1.1543 1.7147
H 1.5116 2.1620 0.3636
H 0.4848 1.9634 1.9379
H 2.2024 -0.7238 0.4086
H 1.9581 0.3134 -1.1161
H 1.0657 -1.4992 -0.8267
H -2.8256 -1.5204 0.0235
*
```

---

S.
Molecular formula: C7H13N
Method: DFT, ωB97M-V/def2-TZVPD

Frontier orbital gap ... 10.1040 eV
HOMO energy ... -9.1453 eV
SMILES ... [H]/N=C(\C)C(=C)C(C)C
LUMO ... 0.9587 eV

Geometry as ORCA input:
```
! wB97M-V def2-TZVPD RIJCOSX def2/J DEFGRID3
* xyz 0 1
C -0.3480 -0.7046 0.4994
C 0.0854 0.0334 -2.3320
C -1.3396 -0.7590 1.6629
C 0.9060 -1.5179 0.8385
C 0.0518 0.7130 0.1492
C 0.2416 1.0909 -1.2685
C 0.2844 1.6310 1.0860
N 0.5233 2.2991 -1.5214
H -0.8364 -1.1670 -0.3616
H 0.6486 2.5114 -2.5089
H 0.6950 -0.8400 -2.1114
H -0.9562 -0.2794 -2.3991
H 0.3839 0.4321 -3.3011
H 0.6404 -2.5498 1.0597
H -1.7182 -1.7728 1.7773
H -0.8681 -0.4707 2.5983
H -2.1804 -0.0942 1.4786
H 1.6117 -1.5127 0.0104
H 1.4033 -1.0928 1.7073
H 0.5935 2.6203 0.7997
H 0.1781 1.4298 2.1369
*
```

---

Ordering by calculated energy gives the sequence S, Q, R, P, with the first entry being the most stable.

---

P.
Molecular formula: C8H30N2O6
Method: DFT, ωB97M-V/def2-TZVPD

Frontier orbital gap ... 9.5914 eV
HOMO energy ... -9.5214 eV
LUMO ... 0.0700 eV

Geometry as ORCA input:
```
! wB97M-V def2-TZVPD RIJCOSX def2/J DEFGRID3
* xyz 0 1
O 3.4033 1.0295 -0.5644
H 3.0439 0.6552 0.2399
H 3.4060 1.9740 -0.4093
O 2.1108 -1.5844 2.8839
H 2.1226 -2.0010 3.7456
H 2.5285 -0.7344 3.0226
O 2.0352 0.2943 0.8312
H 1.3894 0.3587 0.1277
H 1.5597 -0.1091 1.5574
O 2.7932 -2.0524 0.9223
H 2.7524 -1.1538 0.5953
H 2.3891 -2.0109 1.7891
C 0.9577 1.9169 -1.7956
C -0.0368 0.8740 -1.3423
C -0.9682 0.3194 -2.5153
O -0.2022 -0.2170 -3.6486
C -0.2496 -1.6748 -3.6583
N 0.7691 -0.2171 -0.6817
H 1.6474 1.6966 -2.6104
H 1.5044 2.2497 -0.9134
H 0.3723 2.8178 -1.9793
H -0.5838 1.2921 -0.4972
H -1.4231 1.1361 -3.0758
H -1.7496 -0.3080 -2.0865
H -0.0461 -2.0741 -4.6519
H -1.2285 -2.0348 -3.3415
H 0.5164 -2.0081 -2.9582
H 0.1716 -1.0249 -0.7848
H 1.5390 -0.4575 -1.2895
C -4.0056 0.5322 0.7711
C -2.6485 0.8443 1.5076
C -1.6332 -0.3141 1.2627
O -0.6905 -0.1143 2.3012
C 0.4169 -0.9880 2.2514
N -2.0819 2.0816 1.0155
H -4.7705 1.2813 0.9759
H -4.4612 -0.4384 0.9676
H -3.7609 0.5666 -0.2905
H -2.8290 0.9922 2.5723
H -1.1639 -0.2309 0.2824
H -2.1056 -1.2901 1.3744
H 0.8558 -1.0360 1.2548
H 0.2530 -1.9970 2.6297
H 1.1564 -0.5994 2.9516
H -1.9525 1.8242 0.0474
H -1.1026 1.9339 1.2139
*
```

---

Q.
Molecular formula: C8H30N2O6
Method: DFT, ωB97M-V/def2-TZVPD

Frontier orbital gap ... 9.9692 eV
HOMO energy ... -9.5132 eV
SMILES ... COC[C@H](C)N.COC[C@H](C)N.O.O.O.O
LUMO ... 0.4560 eV

Geometry as ORCA input:
```
! wB97M-V def2-TZVPD RIJCOSX def2/J DEFGRID3
* xyz 0 1
O 2.1460 -1.0956 -3.9741
H 2.5858 -0.8812 -3.1514
H 1.2539 -1.3273 -3.7160
O 5.1181 -1.4266 -0.2382
H 5.7709 -2.1243 -0.1815
H 4.5137 -1.6044 0.4825
O 6.7146 -0.4499 -4.4134
H 5.9044 -0.9132 -4.6255
H 6.7213 -0.4035 -3.4573
O -2.4731 -2.7247 -4.1535
H -2.4958 -2.6317 -5.1059
H -3.3551 -3.0138 -3.9196
C -3.7441 -5.6594 1.8154
C -2.2491 -5.6716 1.9969
C -1.4931 -6.8877 1.3293
O -2.0568 -8.1521 1.6808
C -1.2854 -9.2515 1.2218
N -1.6786 -4.4359 1.5124
H -4.0058 -5.3663 0.7987
H -4.3221 -5.0542 2.5139
H -4.1431 -6.6667 1.9349
H -2.0906 -5.7604 3.0716
H -0.4256 -6.8370 1.5438
H -1.5360 -6.7238 0.2525
H -0.2914 -9.3738 1.6519
H -1.1126 -9.1505 0.1504
H -1.9076 -10.1281 1.4025
H -2.3895 -3.7767 1.7954
H -1.7771 -4.4673 0.5077
C -0.5170 8.9272 -0.5155
C -0.7748 8.1998 0.7976
C 0.3885 7.3808 1.2274
O 0.7623 6.4884 0.1774
C 1.9528 5.8804 0.4727
N -1.2438 9.1119 1.8551
H -0.1309 8.2996 -1.3188
H 0.2188 9.7312 -0.4961
H -1.4710 9.3047 -0.8837
H -1.6107 7.5105 0.6785
H 0.2672 6.9229 2.2091
H 1.1945 8.0735 1.4694
H 2.1089 5.0245 -0.1838
H 1.9087 5.5059 1.4954
H 2.7789 6.5811 0.3515
H -1.1661 9.9777 1.3408
H -0.5624 9.0392 2.5970
*
```

---

Ordering by calculated energy gives the sequence Q, P, with the first entry being the most stable.